{
  "formula": "C5H8N2",
  "method": "wB97M-V/def2-TZVPD",
  "elements": ["N", "C", "C", "C", "C", "C", "N", "H", "H", "H", "H", "H", "H", "H", "H"],
  "xyz": [[0.3318, 0.4845, 2.6492], [-0.2040, 0.1266, 1.6648], [-1.4641, -0.1813, 0.7632], [-1.3018, 0.5716, -0.5411], [0.0758, 0.2629, -1.0122], [1.0475, -0.3906, -0.3372], [2.3609, -0.3323, -0.7615], [-1.5531, -1.2707, 0.6062], [-2.3123, 0.1339, 1.3767], [-1.4408, 1.6602, -0.3865], [-2.0262, 0.2776, -1.3032], [0.2964, 0.4737, -2.0463], [0.9127, -1.2779, 0.2652], [3.0688, -0.6299, -0.1063], [2.5797, 0.5876, -1.0878]],
  "forces_ev_per_a": [[-0.7, -0.9, -2.5], [-1.7, 0.7, 2.4], [1.1, 0.1, 1.2], [0.2, -0.4, 0.2], [0.3, -0.2, -0.4], [0.0, -1.0, -1.4], [0.4, 0.2, -0.2], [0.3, 0.5, 0.1], [0.1, 0.0, -0.1], [0.2, -0.5, 0.0], [-0.2, -0.1, 0.2], [0.4, 1.0, -0.1], [-0.4, 0.5, 0.9], [-0.3, -0.2, 0.0], [0.3, 0.3, -0.3]],
  "energy_ev": -8292.8489,
  "smiles": "N#CCC/C=C/N"
}